Entry 1:
Here is 33 unconnected molecules or ions with the total composition C11H82N2O32PS in a non-equilibrium geometry from the OMol25 dataset. Energies are from ωB97M-V/def2-TZVPD.

Results
net charge	+1
energy above the lowest of the compared OMol25 structures with the same formula, charge and spin	0.0	kJ/mol

Last column: Mulliken charge in e.
Element x y z (Å)
1 C -0.036 -2.367 3.478  -1.58
2 C -1.279 -1.989 2.648  0.75
3 P -1.348 -2.637 0.924  0.07
4 C 0.019 -3.806 0.597  -0.81
5 S -0.914 -1.122 -0.567  0.45
6 N -2.050 0.048 -0.534  0.60
7 C -2.742 0.416 0.534  -0.36
8 C -3.925 -0.289 1.058  -1.00
9 C -2.351 1.709 1.151  0.45
10 C 0.644 -0.271 -0.237  1.44
11 C 1.471 0.058 -1.286  -1.09
12 C 2.664 0.699 -0.990  -1.27
13 N 3.064 1.001 0.238  -0.50
14 C 2.243 0.677 1.233  -1.68
15 C 1.026 0.055 1.051  0.00
16 H 0.845 -2.586 2.886  0.40
17 H 0.243 -1.492 4.069  0.31
18 H -0.242 -3.154 4.197  0.36
19 H -1.416 -0.910 2.698  -0.60
20 H -2.144 -2.418 3.155  0.72
21 H 0.483 -4.164 1.512  0.49
22 H -0.503 -4.633 0.125  0.29
23 H 0.747 -3.405 -0.107  0.20
24 H -3.940 -0.264 2.147  0.24
25 H -4.824 0.188 0.660  0.37
26 H -3.922 -1.312 0.681  0.30
27 H -3.225 2.275 1.482  0.22
28 H -1.900 2.298 0.354  0.22
29 H -1.616 1.568 1.942  -0.61
30 H 1.200 -0.151 -2.314  1.14
31 H 3.307 0.991 -1.812  0.55
32 H 2.555 0.920 2.246  0.51
33 H 0.376 -0.159 1.888  0.59
34 O -3.351 1.347 -3.038  -0.67
35 H -3.742 2.027 -2.481  0.33
36 H -2.733 0.884 -2.469  0.29
37 O -2.498 -4.534 4.305  -0.54
38 H -3.204 -4.541 4.961  0.27
39 H -2.327 -5.466 4.133  0.28
40 O -4.370 3.246 2.914  -0.60
41 H -4.376 2.464 3.489  0.31
42 H -5.182 3.720 3.140  0.30
43 O -0.517 2.786 -2.378  -0.60
44 H -1.053 2.052 -2.067  0.30
45 H 0.106 2.388 -3.002  0.32
46 O -0.348 1.715 4.190  -0.71
47 H 0.589 1.792 4.404  0.30
48 H -0.507 2.461 3.597  0.25
49 O -6.629 1.119 2.348  -0.47
50 H -6.941 0.239 2.109  0.25
51 H -6.981 1.685 1.652  0.29
52 O -1.021 -5.659 -1.688  -0.57
53 H -0.323 -5.432 -2.316  0.23
54 H -1.501 -6.379 -2.118  0.29
55 O -9.209 2.228 1.696  -0.59
56 H -9.769 2.435 2.454  0.31
57 H -9.837 2.044 0.989  0.27
58 O 2.109 3.439 -4.258  -0.62
59 H 1.853 3.320 -5.179  0.30
60 H 1.929 4.368 -4.082  0.32
61 O 1.389 -3.115 -2.878  -0.68
62 H 0.987 -3.133 -3.763  0.21
63 H 1.363 -2.185 -2.628  0.34
64 O -2.904 -3.124 -2.646  -0.63
65 H -3.213 -2.482 -1.999  0.35
66 H -2.235 -3.644 -2.179  0.34
67 O 3.685 -3.075 -5.001  -0.61
68 H 2.970 -3.102 -4.352  0.35
69 H 3.907 -4.001 -5.154  0.35
70 O -0.758 4.317 0.319  -0.72
71 H -1.575 4.699 0.662  0.31
72 H -0.795 4.487 -0.634  0.33
73 O 6.283 -3.971 -4.266  -0.64
74 H 7.250 -3.969 -4.245  0.32
75 H 6.050 -3.204 -4.800  0.29
76 O 4.081 -1.923 -2.277  -0.46
77 H 3.537 -2.667 -1.999  0.23
78 H 4.633 -2.293 -2.982  0.29
79 O 4.756 3.442 -2.527  -0.66
80 H 4.219 3.509 -1.730  0.31
81 H 4.113 3.313 -3.236  0.30
82 O -7.357 4.495 2.992  -0.61
83 H -7.692 3.629 2.729  0.33
84 H -7.670 5.085 2.299  0.30
85 O -1.286 0.136 -4.722  -0.60
86 H -1.284 -0.706 -4.254  0.26
87 H -2.152 0.520 -4.527  0.34
88 O -3.278 0.905 4.316  -0.59
89 H -2.383 1.261 4.233  0.37
90 H -3.401 0.761 5.266  0.27
91 O 5.132 5.969 -4.048  -0.63
92 H 5.180 5.108 -3.608  0.40
93 H 4.330 6.374 -3.709  0.28
94 O 6.130 -0.171 -3.497  -0.64
95 H 5.586 -0.114 -2.703  0.35
96 H 5.494 -0.292 -4.210  0.29
97 O 9.032 -5.493 -4.207  -0.63
98 H 8.476 -6.231 -3.936  0.32
99 H 9.593 -5.858 -4.899  0.32
100 O 2.984 -2.102 2.940  -0.71
101 H 3.947 -2.038 2.925  0.31
102 H 2.682 -1.348 2.421  0.32
103 O 3.480 -2.128 5.948  -0.63
104 H 3.124 -2.145 5.051  0.34
105 H 3.331 -1.232 6.265  0.30
106 O 0.577 4.769 4.664  -0.63
107 H -0.313 5.020 4.934  0.32
108 H 0.664 5.117 3.770  0.31
109 O -6.107 2.174 5.418  -0.57
110 H -6.434 2.029 4.521  0.16
111 H -6.167 3.127 5.548  0.35
112 O -4.154 -5.809 -1.700  -0.61
113 H -3.874 -5.266 -2.446  0.33
114 H -3.360 -5.914 -1.167  0.29
115 O 0.159 -3.903 -5.601  -0.57
116 H -0.374 -4.704 -5.634  0.28
117 H 0.502 -3.801 -6.495  0.29
118 O 8.038 2.314 -3.219  -0.61
119 H 7.572 1.471 -3.272  0.32
120 H 8.414 2.429 -4.097  0.28
121 O -3.717 2.228 7.169  -0.61
122 H -4.624 2.456 7.390  0.31
123 H -3.608 2.561 6.272  0.29
124 O 8.860 -0.545 -1.553  -0.62
125 H 8.221 -0.742 -2.246  0.33
126 H 8.382 0.028 -0.945  0.31
127 O -0.155 7.316 0.298  -0.61
128 H -0.888 7.502 0.891  0.30
129 H -0.033 6.359 0.332  0.36

Entry 2:
Here is a molecular structure, C20H37N8O5Zr in a non-equilibrium geometry from the OMol25 dataset. Energies are from ωB97M-V/def2-TZVPD.

Results
net charge	+1

Last column: Mulliken charge in e.
Element x y z (Å)
1 Zr 0.018 -0.702 0.347  -0.04
2 N -0.590 -2.952 0.535  -0.55
3 C 0.498 -3.893 0.874  -0.62
4 C 1.177 -3.435 2.157  -1.02
5 N 1.852 -2.131 2.007  0.66
6 C 3.332 -2.334 1.895  -1.01
7 C 3.940 -2.431 0.489  -0.69
8 N 4.103 -1.114 -0.136  -0.52
9 C 1.529 -1.216 3.116  -0.29
10 C 1.901 0.229 2.764  -1.12
11 N 1.691 0.458 1.319  -0.25
12 H -1.384 -3.138 1.139  0.29
13 H -0.904 -3.116 -0.417  0.32
14 H 1.211 -3.909 0.054  0.21
15 H 0.116 -4.905 1.025  0.54
16 H 1.884 -4.207 2.467  0.25
17 H 0.422 -3.365 2.941  0.59
18 H 3.583 -3.262 2.416  0.48
19 H 3.847 -1.537 2.434  0.39
20 H 3.300 -3.037 -0.145  0.14
21 H 4.900 -2.948 0.572  0.51
22 H 4.081 -1.200 -1.150  0.17
23 H 5.008 -0.727 0.109  0.22
24 H 2.027 -1.502 4.050  0.49
25 H 0.452 -1.260 3.278  0.03
26 H 2.933 0.451 3.045  0.44
27 H 1.256 0.899 3.333  0.55
28 H 2.470 -0.032 0.780  0.19
29 H 1.814 1.442 1.122  0.44
30 O 0.655 -0.297 -5.504  -0.48
31 C 0.578 -0.316 -4.315  0.10
32 C 1.598 -0.840 -3.302  0.03
33 O 2.801 -0.856 -3.392  -0.60
34 C 0.804 -1.170 -2.117  0.84
35 C -0.486 -0.658 -2.215  1.04
36 O -1.303 -0.730 -1.182  -0.80
37 C -0.586 0.144 -3.437  0.14
38 O -1.297 1.103 -3.630  -0.59
39 O 1.218 -1.720 -1.006  -0.26
40 C -0.938 4.551 -4.084  -1.38
41 C -1.872 4.793 -2.899  0.84
42 C -3.107 3.897 -2.957  -1.28
43 C -1.152 4.652 -1.551  -1.22
44 N -0.561 3.341 -1.292  0.66
45 C 0.556 2.783 -1.797  -0.44
46 N 0.783 1.665 -1.156  -0.19
47 N -0.231 1.558 -0.274  0.77
48 N -1.036 2.549 -0.346  -1.27
49 H -1.410 4.888 -5.006  0.42
50 H -0.724 3.486 -4.198  0.19
51 H -0.001 5.105 -3.974  0.37
52 H -2.194 5.837 -2.918  0.32
53 H -2.819 2.847 -2.963  0.17
54 H -3.671 4.094 -3.869  0.42
55 H -3.766 4.079 -2.107  0.39
56 H -1.860 4.822 -0.743  0.44
57 H -0.352 5.389 -1.479  0.43
58 H 1.160 3.203 -2.582  0.46
59 C -4.047 -0.483 2.486  -1.70
60 C -2.760 -1.252 2.171  0.43
61 C -2.416 -2.146 3.362  -1.11
62 C -1.603 -0.292 1.820  -0.37
63 H -4.863 -1.171 2.719  0.44
64 H -4.349 0.120 1.629  0.41
65 H -3.902 0.180 3.341  0.34
66 H -2.991 -1.880 1.300  0.26
67 H -2.266 -1.532 4.254  0.40
68 H -1.502 -2.724 3.204  -0.08
69 H -3.221 -2.850 3.574  0.38
70 H -1.269 0.170 2.762  0.68
71 H -2.068 0.533 1.253  0.60

It is found that the DFT total energy values, taken in the order of the records, are -3724.73351, -1645.43950 Ha.
It is found that the frontier orbital gap values, taken in the order of the records, are 7.53, 8.35 eV.